# C4H5O5Yb

A molecular structure, C4H5O5Yb at a distorted geometry (wB97M-V/def2-TZVPD, OMol25).

Its expectation value of S² is 2.0012. Its max |F| is 4.2 eV/A. The lowest unoccupied orbital energy (alpha / beta) comes out at -4.8 / -8.0 eV. For the total energy, the calculation gives -45985.504 eV. The value obtained for the frontier orbital gap (alpha / beta) is 7.161 / 5.497 eV. The spin multiplicity is 3. As for the net charge: +1.

Structure (XYZ):
```
15
C4H5O5Yb (wB97M-V/def2-TZVPD)
O -1.8845 1.0382 -0.1072
Yb -3.4715 -0.3473 -1.4193
O -2.2955 -1.0020 0.5867
C -1.7814 0.1241 0.8058
O -0.7546 0.2766 1.6051
O -0.0264 -1.3182 -1.8214
C 0.9767 -1.3846 -1.1517
C 1.5518 -0.2611 -0.3283
O 0.7938 0.9125 -0.3388
C 0.2050 1.3125 0.8461
H 1.5136 -2.3496 -1.0232
H 2.5478 -0.0401 -0.7469
H 1.7279 -0.6442 0.6943
H -0.0695 2.3673 0.7594
H 0.9669 1.3159 1.6394
```

---

# C7H14N2

A molecular structure, C7H14N2 at a distorted geometry (wB97M-V/def2-TZVPD, OMol25).

Its max |F| is 2.7 eV/A. The lowest unoccupied orbital energy comes out at 0.9 eV. For the total energy, the calculation gives -10462.226 eV. The value obtained for the frontier orbital gap is 7.478 eV. As for the net charge: 0.

Structure (XYZ):
```
23
C7H14N2 (wB97M-V/def2-TZVPD)
C -1.2161 -1.0444 -0.5544
C -0.3424 2.9839 -0.1535
C -1.1071 -0.6430 1.9091
C 1.7291 -1.9944 -0.3539
C -0.1535 0.6340 -0.3867
C -0.3756 -0.9528 0.6241
N 0.5381 0.6299 -1.5861
C 0.9707 -1.2969 0.7082
N -0.4356 1.6253 0.3351
H 0.1463 0.1168 -2.3559
H 0.9500 1.5105 -1.8536
H -2.2701 -0.8390 -0.4323
H -0.8623 -1.5793 -1.4259
H 1.4963 -1.0044 1.6072
H -0.5908 3.0822 -1.2206
H -1.0292 3.6105 0.4166
H 0.6670 3.3856 -0.0025
H -1.9064 0.0807 1.7624
H -0.4362 -0.2317 2.6589
H -1.5766 -1.5636 2.2605
H 2.5887 -2.5284 0.0502
H 1.1031 -2.7006 -0.9099
H 2.1129 -1.2811 -1.0971
```

---

# CH8N2O2

3 unconnected molecules or ions with the total composition CH8N2O2 at a distorted geometry (wB97M-V/def2-TZVPD, OMol25).

Its max |F| is 3.6 eV/A. The lowest unoccupied orbital energy comes out at -0.6 eV. For the total energy, the calculation gives -8235.565 eV. The value obtained for the frontier orbital gap is 9.370 eV. As for the net charge: 0.

Structure (XYZ):
```
13
CH8N2O2 (wB97M-V/def2-TZVPD)
C -1.2428 1.1371 -0.2829
N -1.3152 -1.1236 0.3411
O -0.9984 0.6276 0.9282
H -0.3184 -1.3405 0.1941
H -1.6738 -1.9125 0.9014
H -1.6726 0.1002 -0.7661
H -0.3548 1.3757 -0.8805
H -2.0474 1.8817 -0.2953
N 1.7501 -0.4313 0.3737
O 2.1770 0.3015 -0.7976
H 1.9299 -0.2806 -1.5250
H 2.5983 -0.5639 0.9193
H 1.1681 0.2288 0.8895
```

---

# C6H5BrO2

A single C6H5BrO2 molecule at a distorted geometry (wB97M-V/def2-TZVPD, OMol25).

Its max |F| is 6.6 eV/A. The lowest unoccupied orbital energy (alpha / beta) comes out at 0.1 / 0.1 eV. For the total energy, the calculation gives -80435.917 eV. The value obtained for the frontier orbital gap (alpha / beta) is 7.864 / 7.863 eV. The structure (SMILES) is Brc1occ2c1CCO2. As for the net charge: 0.

Structure (XYZ):
```
14
C6H5BrO2 (wB97M-V/def2-TZVPD)
Br -3.6939 -2.7664 0.6649
C -1.8636 -2.4941 0.6337
O -1.1047 -2.9344 1.6212
C 0.0176 -2.2465 1.8313
C 0.0816 -1.0884 1.0630
C -1.0247 -0.8634 0.2866
C -0.8282 0.2952 -0.6040
C 0.6177 0.6917 -0.1842
O 1.0251 -0.1216 0.9349
H 0.7337 -2.6817 2.4992
H -0.8997 0.0587 -1.6646
H -1.5515 1.0824 -0.3777
H 1.3294 0.5069 -0.9977
H 0.6914 1.7399 0.1174
```

---

# C3H2BrClF2

A single C3H2BrClF2 molecule at a distorted geometry (wB97M-V/def2-TZVPD, OMol25).

Its max |F| is 1.9 eV/A. The lowest unoccupied orbital energy comes out at 0.4 eV. For the total energy, the calculation gives -91141.606 eV. The value obtained for the frontier orbital gap is 10.968 eV. The structure (SMILES) is FC1(F)C[C@@]1(Cl)Br. As for the net charge: 0.

Structure (XYZ):
```
9
C3H2BrClF2 (wB97M-V/def2-TZVPD)
F -1.4237 0.3694 2.2953
C -0.9705 0.8546 1.1578
F -0.3936 2.1142 1.3707
C -0.2736 0.0737 0.0663
C -1.6784 0.5913 -0.1248
Cl -2.0943 1.9304 -1.1986
Br -3.0328 -0.7898 0.0388
H 0.5207 0.8403 -0.1618
H -0.1881 -1.0442 -0.0224
```

---

# C5H11N2O2

A gas-phase ion, C5H11N2O2 (charge +1) at a distorted geometry (wB97M-V/def2-TZVPD, OMol25).

Its max |F| is 4.4 eV/A. The lowest unoccupied orbital energy comes out at -3.1 eV. For the total energy, the calculation gives -12430.005 eV. The value obtained for the frontier orbital gap is 11.319 eV. The structure (SMILES) is C[N@H+](CO)CCN=C=O. As for the net charge: +1.

Structure (XYZ):
```
20
C5H11N2O2 (wB97M-V/def2-TZVPD)
C 0.8245 1.3548 0.6571
N 0.2073 0.0689 0.2990
C 1.0042 -1.1957 0.3664
O 1.1528 -1.3870 1.7588
C -0.3710 0.2282 -1.0306
C -1.7607 -0.4952 -1.1561
N -1.7153 -1.8420 -1.0312
C -1.7160 -2.8728 -1.5673
O -1.5235 -3.9660 -1.9189
H 1.3998 1.7076 -0.1185
H -0.0893 2.0160 0.8249
H 1.3677 1.2353 1.6512
H -0.5135 -0.0313 0.9406
H 2.0860 -1.0937 0.0311
H 0.2765 -2.0350 -0.0517
H 0.9322 -2.3399 1.7607
H 0.2699 -0.1327 -1.9096
H -0.6205 1.2803 -1.1591
H -2.3149 0.0023 -0.4249
H -2.2049 -0.1995 -2.1676
```

---

# C20H15NPtS5

A molecular structure, C20H15NPtS5 at a distorted geometry (wB97M-V/def2-TZVPD, OMol25).

Its expectation value of S² is 8.8308. Its max |F| is 1.1 eV/A. The lowest unoccupied orbital energy (alpha / beta) comes out at -3.4 / -5.7 eV. For the total energy, the calculation gives -79886.215 eV. The value obtained for the frontier orbital gap (alpha / beta) is 6.874 / 5.386 eV. The spin multiplicity is 6. As for the net charge: +1.

Structure (XYZ):
```
42
C20H15NPtS5 (wB97M-V/def2-TZVPD)
Pt -0.4636 0.3323 0.1070
S 2.2126 0.8153 0.7916
C 3.0417 -0.6304 0.2750
C 4.3720 -0.7547 0.7031
C 5.1354 -1.8531 0.3611
C 4.5961 -2.8534 -0.4379
C 3.2890 -2.7424 -0.8795
C 2.5035 -1.6528 -0.5166
S 0.8375 -1.6478 -1.1483
C 0.0315 -2.7982 0.0404
C -1.4530 -2.6550 -0.1009
C -2.2287 -3.7061 -0.5782
C -3.6058 -3.5275 -0.6914
C -4.1681 -2.3577 -0.2532
C -3.3430 -1.3305 0.2803
C -3.9059 -0.2364 0.9221
S -2.0824 1.9452 -0.6973
C -1.1175 3.3858 -0.5922
C -1.7408 4.6003 -0.2885
C -0.9789 5.7346 -0.0859
C 0.4063 5.6764 -0.2115
C 1.0330 4.4900 -0.5642
C 0.2795 3.3397 -0.7718
S 1.0178 1.8752 -1.3679
N -1.9808 -1.4844 0.2485
H 4.7868 0.0371 1.3134
H 6.1577 -1.9220 0.7076
H 5.1920 -3.7093 -0.7234
H 2.8630 -3.4992 -1.5262
H 0.3546 -2.4981 1.0359
H 0.3632 -3.8098 -0.1783
H -1.7616 -4.6386 -0.8607
H -4.2186 -4.3214 -1.0970
H -5.2384 -2.2050 -0.2610
H -3.2980 0.4555 1.4815
H -4.9783 -0.1105 0.9440
H -2.8186 4.6302 -0.1936
H -1.4645 6.6663 0.1708
H 0.9987 6.5678 -0.0539
H 2.1054 4.4454 -0.7009
S -0.3849 1.4400 3.3045
C -0.3459 0.5072 2.0934
```

---

# B4F16Hg

A molecular structure, B4F16Hg at a distorted geometry (wB97M-V/def2-TZVPD, OMol25).

Its max |F| is 3.9 eV/A. The lowest unoccupied orbital energy comes out at -4.3 eV. For the total energy, the calculation gives -50379.639 eV. The value obtained for the frontier orbital gap is 3.073 eV. As for the net charge: -2.

Structure (XYZ):
```
21
B4F16Hg (wB97M-V/def2-TZVPD)
Hg 28.6808 2.0086 8.1647
B 31.7049 4.4578 6.1824
F 30.5172 4.2887 5.5550
F 32.5397 5.1261 5.3043
F 31.4953 5.1932 7.2738
F 32.1783 3.2181 6.6024
B 25.4127 4.3506 9.9096
F 24.4604 4.9788 10.6593
F 26.6819 4.6264 10.4192
F 25.2928 2.9651 10.0385
F 25.4815 4.7764 8.5514
B 30.2910 -0.2748 12.0285
F 30.9341 0.8394 11.5185
F 29.4462 0.0125 13.0000
F 29.4744 -0.7739 11.0465
F 31.2046 -1.1917 12.4353
B 27.0495 -1.0542 4.6587
F 27.0479 -0.9542 3.2937
F 28.3476 -0.8698 5.1664
F 26.4113 0.0153 5.1949
F 26.5893 -2.1614 5.3274
```